[1]
Formula: C48H41Cl4KN5O4P2S2
Source: the OMol25 dataset
Level of theory: ωB97M-V/def2-TZVPD

Results
* F_max: 0.035 Eh/bohr
* molar mass: 1058.88 g/mol
* energy relative to the best compared isomer or geometry (same formula, charge and spin): 0.00 kJ/mol
* HOMO: -3.75 eV

```
! wB97M-V def2-TZVPD RIJCOSX def2/J DEFGRID3
* xyz -1 1
K -0.5688 -0.0934 0.5064
O -2.6116 0.2187 -0.6446
P -3.0203 1.3091 -1.5683
C -1.6446 1.7641 -2.6539
P -0.5626 0.3515 -3.0332
O 0.2870 -0.0421 -1.8822
C -1.6502 -0.9529 -3.6184
C -2.5050 -0.7464 -4.6981
C -3.3427 -1.7586 -5.1288
C -3.3322 -2.9839 -4.4713
C -2.4846 -3.1918 -3.3967
C -1.6367 -2.1786 -2.9718
C 0.4534 0.8569 -4.4222
C 0.6532 0.0563 -5.5373
C 1.5437 0.4479 -6.5249
C 2.2409 1.6393 -6.4007
C 2.0501 2.4417 -5.2826
C 1.1610 2.0504 -4.2985
C -3.5577 2.7952 -0.7337
C -3.2807 4.0644 -1.2300
C -3.7644 5.1849 -0.5738
C -4.5132 5.0345 0.5823
C -4.7732 3.7685 1.0885
C -4.2997 2.6462 0.4330
C -4.4139 0.7710 -2.5851
C -4.9065 1.5747 -3.6119
C -5.9738 1.1449 -4.3815
C -6.5612 -0.0867 -4.1081
C -6.0830 -0.8755 -3.0752
C -5.0045 -0.4513 -2.3132
H -1.0229 2.4710 -2.0776
H -1.9670 2.2389 -3.5842
H -2.5258 0.2087 -5.2113
H -4.0091 -1.5884 -5.9629
H -3.9911 -3.7777 -4.7992
H -2.4789 -4.1429 -2.8818
H -0.9699 -2.3328 -2.1338
H 0.1267 -0.8853 -5.6413
H 1.6988 -0.1873 -7.3868
H 2.9418 1.9397 -7.1688
H 2.6011 3.3649 -5.1688
H 1.0388 2.6783 -3.4218
H -2.6490 4.1894 -2.0985
H -3.5342 6.1719 -0.9514
H -4.8806 5.9073 1.1064
H -5.3245 3.6540 2.0117
H -4.4664 1.6616 0.8523
H -4.4664 2.5446 -3.8145
H -6.3512 1.7675 -5.1815
H -7.4004 -0.4250 -4.7035
H -6.5454 -1.8306 -2.8650
H -4.6067 -1.0661 -1.5167
Cl -3.0100 -0.9165 2.2173
C -2.9365 -0.9618 3.9832
C -4.1594 -0.8654 4.6115
C -4.2217 -0.8643 6.0007
C -3.0364 -0.9598 6.7093
C -1.8339 -1.0566 6.0363
Cl -0.3975 -1.1771 7.0337
C -1.6940 -1.0634 4.6377
S -0.2003 -1.1849 3.8253
H -5.0488 -0.7901 4.0038
H -5.1662 -0.7870 6.5191
H -3.0222 -0.9610 7.7901
N 5.3371 -2.4068 4.5281
C 6.3561 -3.1439 5.0885
C 7.2017 -2.9103 6.1650
C 8.1318 -3.8917 6.4462
C 8.2172 -5.0652 5.6828
C 7.3707 -5.2905 4.6174
C 6.4237 -4.3128 4.3190
N 5.4638 -4.2864 3.3245
C 4.8457 -3.1473 3.4832
C 3.7337 -2.6641 2.6579
C 3.1382 -3.5189 1.7377
C 2.0718 -3.0405 0.9944
N 1.5860 -1.8126 1.1056
C 2.1752 -0.9953 1.9684
C 3.2425 -1.3710 2.7679
H 4.9616 -1.5366 4.8572
H 7.1395 -2.0089 6.7582
H 8.8118 -3.7533 7.2762
H 8.9617 -5.8078 5.9378
H 7.4286 -6.1921 4.0254
H 3.4943 -4.5288 1.6119
H 1.5870 -3.6882 0.2724
H 1.7647 0.0027 2.0545
H 3.6351 -0.6419 3.4620
S 4.3665 -1.4162 -1.3576
C 4.0257 0.1660 -0.9628
N 3.0665 0.9447 -1.4837
C 3.0987 2.2763 -0.8977
C 3.9451 2.0639 0.3605
N 4.7222 0.8964 -0.0425
H 2.1961 0.5412 -1.8175
H 2.0900 2.6140 -0.6909
H 3.5975 2.9789 -1.5780
H 3.3125 1.8604 1.2302
H 4.5973 2.9116 0.5715
H 5.2849 0.3595 0.5958
Cl -1.5984 2.7597 2.8659
C -0.4325 3.7650 1.9850
Cl 1.0146 4.0777 2.9838
C -0.0333 3.0779 0.6651
O -0.3224 3.7082 -0.3704
O 0.4937 1.9626 0.7616
H -0.8935 4.7318 1.8061
*
```

---

[2]
Formula: C48H41CoN4P3Se2
Source: the OMol25 dataset
Level of theory: ωB97M-V/def2-TZVPD

Results
* F_max: 0.055 Eh/bohr
* molar mass: 983.66 g/mol
* energy relative to the best compared isomer or geometry (same formula, charge and spin): 60.37 kJ/mol
* HOMO (spin up / spin down): -9.55 / -9.55 eV

```
! wB97M-V def2-TZVPD RIJCOSX def2/J DEFGRID3
* xyz 1 1
Co 1.1615 0.6365 -1.2350
Se -5.6252 -1.2683 -1.3194
P -4.6404 0.0406 -0.0093
C -5.1757 1.7701 -0.1142
C -4.3622 2.8039 0.3452
C -4.7933 4.1168 0.2645
C -6.0352 4.4037 -0.2875
C -6.8414 3.3778 -0.7551
C -6.4144 2.0606 -0.6715
C -4.9032 -0.4404 1.7279
C -5.2763 -1.7597 1.9878
C -5.5791 -2.1577 3.2788
C -5.5161 -1.2429 4.3205
C -5.1529 0.0711 4.0661
C -4.8502 0.4761 2.7743
C -2.8667 0.1839 -0.4443
C -1.5570 0.1199 0.0316
N -0.7607 0.3583 -1.0529
N -1.5434 0.6145 -2.0955
N -2.7789 0.5081 -1.7569
P -0.6620 -0.2293 1.5419
Se 1.3881 0.3590 1.1978
C -0.7946 -1.9804 1.9282
C -1.9218 -2.4746 2.5773
C -2.0351 -3.8330 2.8182
C -1.0318 -4.6980 2.4066
C 0.0827 -4.2082 1.7413
C 0.2091 -2.8492 1.5032
C -1.2946 0.7825 2.8848
C -1.4979 0.2973 4.1700
C -1.8669 1.1725 5.1817
C -2.0309 2.5214 4.9136
C -1.8030 3.0122 3.6326
C -1.4207 2.1483 2.6243
H -3.3848 2.5801 0.7590
H -4.1587 4.9164 0.6223
H -6.3691 5.4295 -0.3617
H -7.8032 3.6018 -1.1956
H -7.0294 1.2528 -1.0461
H -5.3515 -2.4563 1.1632
H -5.8837 -3.1784 3.4688
H -5.7776 -1.5457 5.3254
H -5.1191 0.7908 4.8711
H -4.5958 1.5110 2.5877
H -2.7133 -1.8095 2.8832
H -2.9111 -4.2126 3.3261
H -1.1210 -5.7572 2.6042
H 0.8575 -4.8828 1.4047
H 1.0832 -2.4659 0.9919
H -1.3566 -0.7501 4.3938
H -2.0249 0.7936 6.1820
H -2.3186 3.1985 5.7063
H -1.9131 4.0685 3.4268
H -1.2021 2.5305 1.6331
C 3.9654 2.8465 -0.5901
C 5.1031 1.8900 -0.8133
C 6.3966 2.2979 -0.4956
C 7.4903 1.4742 -0.6965
C 7.3110 0.2042 -1.2249
C 6.0335 -0.2226 -1.5353
C 4.9262 0.6075 -1.3379
P 3.3025 -0.0822 -1.7887
C 3.4428 -1.7910 -1.1380
C 3.7981 -1.8139 0.2175
C 3.8990 -2.9983 0.9157
C 3.6356 -4.1946 0.2604
C 3.2861 -4.1811 -1.0747
C 3.1799 -2.9938 -1.8052
C 2.8026 -3.1143 -3.2566
C 3.2555 0.0573 -3.5876
C 4.3264 0.3796 -4.4005
C 4.1034 0.7561 -5.7207
C 2.8089 0.8578 -6.2029
C 1.7344 0.5410 -5.3833
C 1.9464 0.1043 -4.0793
C 0.8361 -0.3093 -3.2437
H 4.3175 3.7451 -0.0875
H 3.1795 2.4032 0.0240
H 3.5205 3.1457 -1.5408
H 6.5445 3.2877 -0.0848
H 8.4806 1.8212 -0.4371
H 8.1559 -0.4503 -1.3840
H 5.8905 -1.2239 -1.9234
H 4.0166 -0.8843 0.7295
H 4.1831 -2.9888 1.9586
H 3.7152 -5.1352 0.7885
H 3.1007 -5.1159 -1.5872
H 3.1753 -4.0561 -3.6569
H 3.2056 -2.3093 -3.8640
H 1.7167 -3.1176 -3.3825
H 5.3386 0.3565 -4.0151
H 4.9416 1.0023 -6.3567
H 2.6359 1.1893 -7.2180
H 0.7183 0.6063 -5.7504
H 0.9761 -0.9885 -2.3990
H -0.1808 -0.1968 -3.5862
N 0.6716 3.4817 -2.0518
C 0.9845 2.4046 -1.7738
H 0.4118 4.3994 -2.3425
*
```

---

[3]
Formula: C48H41NOsP3
Source: the OMol25 dataset
Level of theory: ωB97M-V/def2-TZVPD

Results
* F_max: 0.021 Eh/bohr
* molar mass: 915.02 g/mol
* energy relative to the best compared isomer or geometry (same formula, charge and spin): 0.00 kJ/mol
* HOMO: -16.18 eV

```
! wB97M-V def2-TZVPD RIJCOSX def2/J DEFGRID3
* xyz 3 1
Os -0.0249 0.1565 0.0665
C 1.6540 2.0806 -1.7838
P 2.0661 0.4980 -0.9516
C 3.5558 0.8179 -0.0297
C 4.7748 0.4180 -0.5910
C 5.9557 0.8290 0.0043
C 5.9234 1.6306 1.1397
C 4.7121 2.0404 1.6819
C 3.5210 1.6398 1.0992
C 2.2023 -0.9000 -2.0331
C 2.8087 -2.0719 -1.5530
C 2.8664 -3.1891 -2.3613
C 2.3072 -3.1543 -3.6385
C 1.6949 -2.0023 -4.1118
C 1.6378 -0.8714 -3.3121
C 0.9901 2.8428 -0.6810
C 1.0338 4.1115 -0.2010
C 0.2182 4.1534 0.9927
C -0.2956 2.9077 1.1855
C -1.1060 2.2179 2.2252
P -0.3610 0.5524 2.3562
C -1.4474 -0.6050 3.1702
C -2.6415 -1.0026 2.5655
C -3.4749 -1.9062 3.1983
C -3.1205 -2.4191 4.4403
C -1.9324 -2.0311 5.0469
C -1.0851 -1.1354 4.4152
C 1.1782 0.5948 3.2547
C 1.3487 1.5097 4.2976
C 2.4862 1.4381 5.0861
C 3.4431 0.4587 4.8423
C 3.2684 -0.4567 3.8123
C 2.1367 -0.3910 3.0169
N 0.1669 2.0728 0.1619
H 1.0066 1.9274 -2.6499
H 2.5841 2.5484 -2.1061
H 4.8089 -0.1983 -1.4797
H 6.9031 0.5279 -0.4222
H 6.8520 1.9470 1.5967
H 4.6952 2.6798 2.5544
H 2.5781 1.9947 1.5028
H 3.2539 -2.0956 -0.5646
H 3.3562 -4.0878 -2.0098
H 2.3657 -4.0300 -4.2724
H 1.2826 -1.9777 -5.1122
H 1.1770 0.0295 -3.6989
H 1.5831 4.9398 -0.6209
H 0.0514 5.0220 1.6107
H -2.1506 2.0678 1.9329
H -1.1058 2.7331 3.1853
H -2.9377 -0.5825 1.6161
H -4.4053 -2.2057 2.7334
H -3.7739 -3.1211 4.9418
H -1.6630 -2.4303 6.0154
H -0.1585 -0.8514 4.8943
H 0.6037 2.2647 4.5144
H 2.6204 2.1393 5.8991
H 4.3250 0.4053 5.4674
H 4.0108 -1.2231 3.6338
H 1.9901 -1.1219 2.2286
C -6.0771 0.5353 0.1648
C -5.2515 1.6102 -0.1416
C -3.9592 1.3860 -0.5944
C -3.4905 0.0744 -0.7411
C -4.3177 -1.0055 -0.4117
C -5.6127 -0.7672 0.0282
P -1.8463 -0.2313 -1.3821
C -1.5626 0.7380 -2.8650
C -1.4853 2.1345 -2.7997
C -1.3719 2.8737 -3.9643
C -1.3247 2.2291 -5.1957
C -1.3775 0.8429 -5.2641
C -1.4895 0.0927 -4.1036
C -1.5997 -1.9859 -1.6262
C -0.6113 -2.5252 -0.7962
C -0.3219 -3.8788 -0.8054
C -1.0369 -4.7047 -1.6641
C -2.0245 -4.1841 -2.4943
C -2.3144 -2.8285 -2.4772
H -7.0884 0.7137 0.5064
H -5.6166 2.6240 -0.0427
H -3.3390 2.2355 -0.8448
H -3.9664 -2.0246 -0.5050
H -6.2609 -1.6031 0.2575
H -1.4906 2.6507 -1.8473
H -1.3170 3.9530 -3.9130
H -1.2418 2.8101 -6.1050
H -1.3378 0.3449 -6.2239
H -1.5216 -0.9866 -4.1681
H 0.0120 -1.9280 -0.0913
H 0.4398 -4.2842 -0.1533
H -0.8275 -5.7668 -1.6810
H -2.5792 -4.8431 -3.1493
H -3.1042 -2.4366 -3.1072
*
```

---

[4]
Formula: C48H41NOsP3
Source: the OMol25 dataset
Level of theory: ωB97M-V/def2-TZVPD

Results
* F_max: 0.069 Eh/bohr
* molar mass: 915.02 g/mol
* energy relative to the best compared isomer or geometry (same formula, charge and spin): 185.47 kJ/mol
* HOMO (spin up / spin down): -15.62 / -15.58 eV

```
! wB97M-V def2-TZVPD RIJCOSX def2/J DEFGRID3
* xyz 3 1
Os 0.6341 0.2508 0.6133
C -2.4867 0.0328 -0.0018
P -1.4179 1.4917 0.5472
C -2.5200 2.1812 1.8107
C -3.5388 3.0404 1.3881
C -4.4797 3.4794 2.3038
C -4.4086 3.0712 3.6301
C -3.4032 2.2091 4.0438
C -2.4621 1.7528 3.1333
C -1.2282 2.7706 -0.7106
C -0.8714 4.0344 -0.2228
C -0.6541 5.0769 -1.1061
C -0.7741 4.8609 -2.4746
C -1.0791 3.5967 -2.9587
C -1.2953 2.5434 -2.0826
C -2.0062 -1.1015 0.8138
C -2.6548 -2.1638 1.5081
C -1.6774 -2.8585 2.1811
C -0.4367 -2.2223 1.8839
C 0.9569 -2.4295 2.3313
P 1.6246 -0.6886 2.6569
C 3.4330 -0.7538 2.6576
C 4.0566 -0.7665 1.4062
C 5.4350 -0.7023 1.3073
C 6.2033 -0.6149 2.4629
C 5.5905 -0.5802 3.7050
C 4.2073 -0.6450 3.8107
C 1.0897 -0.3637 4.3447
C 1.3029 -1.3205 5.3410
C 0.9696 -1.0226 6.6510
C 0.4226 0.2148 6.9698
C 0.2080 1.1642 5.9803
C 0.5464 0.8779 4.6669
N -0.6679 -1.1624 1.0670
H -2.3080 -0.1420 -1.0686
H -3.5455 0.2289 0.1579
H -3.5983 3.3600 0.3560
H -5.2738 4.1381 1.9786
H -5.1468 3.4181 4.3406
H -3.3537 1.8890 5.0762
H -1.6922 1.0593 3.4480
H -0.7843 4.1968 0.8450
H -0.4057 6.0587 -0.7258
H -0.6276 5.6828 -3.1625
H -1.1598 3.4371 -4.0260
H -1.5336 1.5572 -2.4677
H -3.7118 -2.3785 1.5070
H -1.8149 -3.7238 2.8101
H 1.5808 -2.8322 1.5275
H 1.0107 -3.0912 3.1936
H 3.4421 -0.8005 0.5123
H 5.9112 -0.7045 0.3342
H 7.2812 -0.5614 2.3869
H 6.1876 -0.4945 4.6028
H 3.7389 -0.6137 4.7844
H 1.7351 -2.2844 5.1003
H 1.1414 -1.7556 7.4280
H 0.1660 0.4413 7.9959
H -0.2082 2.1304 6.2326
H 0.4142 1.6200 3.8882
C 4.3963 -4.3295 -1.7783
C 3.0717 -4.5670 -1.4756
C 2.1447 -3.4848 -1.3541
C 2.5422 -2.1662 -1.5726
C 3.8818 -1.9335 -1.8551
C 4.8091 -3.0205 -1.9627
P 1.3176 -0.7947 -1.4733
C -0.0006 -1.3135 -2.6066
C -0.8650 -2.3270 -2.1752
C -1.8227 -2.8385 -3.0356
C -1.9298 -2.3379 -4.3273
C -1.1033 -1.3032 -4.7431
C -0.1424 -0.7821 -3.8878
C 2.1774 0.6698 -2.1069
C 2.2828 1.7466 -1.2215
C 2.9698 2.8930 -1.5723
C 3.5590 2.9740 -2.8284
C 3.4663 1.9145 -3.7215
C 2.7805 0.7632 -3.3631
H 5.0979 -5.1472 -1.8675
H 2.7287 -5.5846 -1.3312
H 1.1149 -3.7053 -1.1016
H 4.2399 -0.9216 -1.9960
H 5.8480 -2.8147 -2.1933
H -0.8020 -2.7083 -1.1610
H -2.4903 -3.6216 -2.7007
H -2.6663 -2.7476 -5.0053
H -1.2035 -0.8994 -5.7418
H 0.4797 0.0359 -4.2215
H 1.8322 1.7311 -0.2108
H 3.0557 3.7232 -0.8841
H 4.0935 3.8711 -3.1112
H 3.9342 1.9833 -4.6947
H 2.7209 -0.0684 -4.0562
*
```

---

[5]
Formula: C48H42N7O4PbS4
Source: the OMol25 dataset
Level of theory: ωB97M-V/def2-TZVPD

Results
* F_max: 0.073 Eh/bohr
* molar mass: 1116.38 g/mol
* energy relative to the best compared isomer or geometry (same formula, charge and spin): 304.89 kJ/mol
* HOMO (spin up / spin down): -9.91 / -9.91 eV

```
! wB97M-V def2-TZVPD RIJCOSX def2/J DEFGRID3
* xyz 1 1
Pb 11.0574 13.1286 11.6896
O 6.4718 11.8915 13.1206
C 7.6984 12.0745 12.9927
O 8.3164 12.7189 12.0730
C 8.5660 11.5369 14.0713
C 8.0480 10.8469 15.1972
C 8.9002 10.2966 16.1474
C 10.2577 10.6220 16.0690
C 10.7056 11.3760 14.9390
N 9.8601 11.6792 13.9854
C 12.1705 11.7097 14.8182
O 12.7866 11.9523 15.8976
O 12.6030 11.6676 13.6223
H 6.9692 10.7013 15.2473
H 8.5355 9.6357 16.9232
H 11.0047 10.1710 16.7544
N 11.1404 15.1008 13.1042
S 10.6107 16.3421 13.7228
N 10.2393 17.6104 12.8351
S 9.1326 17.9493 11.7057
N 8.5911 16.9322 10.5870
S 9.3568 15.8493 9.5840
N 10.2283 14.7626 10.0903
C 7.8618 15.2635 8.7459
C 6.7531 16.0296 8.5932
C 5.6185 15.4829 7.9500
C 5.5488 14.1384 7.6690
C 6.7154 13.3860 7.8303
C 7.8839 13.9673 8.2659
C 10.1335 16.9677 8.3847
C 11.5178 17.0201 8.5125
C 12.2862 17.5672 7.4625
C 11.6391 18.0827 6.3570
C 10.2291 18.0417 6.2657
C 9.4658 17.5747 7.3265
C 7.7519 18.6154 12.6528
C 6.4230 18.2170 12.4360
C 5.4656 18.8237 13.2635
C 5.7982 19.7553 14.2430
C 7.1246 20.1121 14.4553
C 8.0966 19.5674 13.6105
C 9.6913 19.3748 10.7847
C 8.7658 20.0153 10.0070
C 9.1590 21.1695 9.2895
C 10.4455 21.6727 9.4164
C 11.3254 21.0518 10.3220
C 10.9811 19.9111 11.0142
C 11.8178 17.0298 14.8353
C 12.3322 16.1040 15.7438
C 13.4361 16.3967 16.5382
C 13.9503 17.7069 16.5163
C 13.3614 18.6380 15.7119
C 12.2583 18.3318 14.8507
C 9.1755 16.1336 14.8727
C 8.0805 15.4310 14.3850
C 7.0887 15.0199 15.2902
C 7.0677 15.5608 16.5777
C 8.1465 16.3572 17.0246
C 9.1709 16.6955 16.1480
H 6.7142 17.0663 8.9667
H 4.7411 16.1199 7.8057
H 4.6336 13.7003 7.3115
H 6.7774 12.3250 7.5805
H 8.7820 13.3596 8.3642
H 11.9705 16.6200 9.3867
H 13.3777 17.5492 7.5425
H 12.2185 18.4636 5.5239
H 9.6992 18.4432 5.4034
H 8.3794 17.6471 7.2866
H 6.1650 17.4487 11.6887
H 4.4244 18.4372 13.2029
H 4.9927 20.2118 14.8415
H 7.4275 20.8254 15.2366
H 9.1472 19.7933 13.7400
H 7.7223 19.6592 9.9686
H 8.4541 21.5796 8.5827
H 10.7504 22.5130 8.8132
H 12.3178 21.5081 10.4813
H 11.6534 19.3715 11.6655
H 11.8147 15.1450 15.8578
H 13.8270 15.6174 17.2261
H 14.7479 18.0275 17.2024
H 13.7231 19.6818 15.7288
H 11.7413 19.1368 14.3259
H 8.0224 15.1767 13.3218
H 6.3240 14.2999 14.9494
H 6.2241 15.4077 17.2533
H 8.2091 16.7352 18.0202
H 9.9760 17.3581 16.4491
C 13.1622 13.2290 10.7932
H 13.6334 14.1935 11.1207
H 13.1466 13.1393 9.7012
H 13.7616 12.4202 11.2265
C 11.9805 7.7271 8.5150
N 12.3434 8.3272 9.8191
C 13.5988 8.0854 10.4733
C 13.6678 8.9630 11.4873
N 12.5351 9.7271 11.4852
C 11.7694 9.4371 10.4118
S 10.3455 10.1992 9.9019
H 12.8702 7.5320 7.9250
H 11.3309 8.5096 8.0398
H 11.4026 6.7879 8.6550
H 14.2575 7.2740 10.1735
H 14.3445 9.0006 12.2971
H 12.3435 10.4232 12.1981
*
```

---

What is the molar mass in the first record? 1058.88 g/mol